(1)
C24H24N3O3PdS6Sb | the ωB97M-V functional and the def2-TZVPD basis

Last column: natural (NBO) charge in e.
Positions of all 62 atoms, in Å:
Sb  0.62  2.02  1.89  1.023
Pd  -0.19  -0.04  0.03  0.671
S  1.16  2.14  -0.82  -0.278
S  2.33  0.47  -1.27  0.257
S  -6.37  -4.95  -0.04  2.345
S  1.28  -0.25  2.04  -0.582
S  -1.64  1.52  1.22  -0.567
S  -0.36  -1.20  -2.03  -0.079
O  -5.77  -6.07  -0.69  -0.723
O  -7.03  -3.97  -0.87  -0.664
O  -6.85  -5.13  1.30  -0.706
N  -1.43  -1.83  1.31  -0.802
N  0.51  -1.01  -4.53  -0.343
N  2.53  0.82  -3.91  -0.296
C  -3.84  -2.12  1.52  -0.222
C  6.46  -1.03  -3.80  -0.192
C  5.74  1.27  -5.16  -0.246
C  -0.11  -3.34  -4.92  0.022
C  1.57  -0.74  -5.48  -0.230
C  -2.58  -3.46  -0.05  -0.200
C  6.86  0.56  -5.55  -0.182
C  3.73  1.60  -3.68  -0.261
C  -0.25  -4.07  -3.74  -0.232
C  0.94  -5.25  -5.94  -0.196
C  0.22  -5.36  -3.65  -0.190
C  1.83  0.19  -2.95  -0.041
C  0.47  -3.94  -6.02  -0.241
C  -3.72  -4.16  -0.39  -0.207
C  0.72  -0.63  -3.25  0.077
C  -0.56  -1.89  -4.95  -0.256
C  -2.62  -2.47  0.93  0.112
C  -4.87  -3.85  0.29  -0.309
C  -4.99  -2.82  1.19  -0.196
C  7.21  -0.60  -4.87  -0.198
C  4.97  0.83  -4.10  0.025
C  5.33  -0.32  -3.41  -0.240
C  0.82  -5.95  -4.75  -0.197
C  2.09  0.67  -5.28  -0.234
H  -0.61  -2.44  1.30  0.408
H  1.18  -0.86  -6.49  0.235
H  1.40  -5.71  -6.80  0.224
H  -5.94  -2.60  1.65  0.240
H  2.39  -1.46  -5.34  0.224
H  0.13  -5.91  -2.73  0.219
H  5.47  2.18  -5.69  0.215
H  1.31  1.41  -5.50  0.222
H  8.08  -1.15  -5.18  0.227
H  2.93  0.86  -5.95  0.244
H  -0.74  -3.61  -2.89  0.215
H  -1.52  -1.30  2.18  0.418
H  7.46  0.91  -6.38  0.225
H  6.74  -1.92  -3.25  0.225
H  3.65  2.52  -4.28  0.225
H  4.74  -0.65  -2.57  0.209
H  -1.42  -1.74  -4.30  0.245
H  -3.89  -1.32  2.24  0.222
H  -1.64  -3.68  -0.54  0.201
H  0.57  -3.41  -6.96  0.210
H  1.20  -6.96  -4.69  0.225
H  -0.84  -1.61  -5.97  0.222
H  3.79  1.87  -2.63  0.242
H  -3.71  -4.95  -1.12  0.239

Output
Spin multiplicity: 6
Charge: +1
Electronic energy (a.u.): -4075.86235
Kohn-Sham gap (spin up / spin down) (Ha): 0.258 / 0.151
LUMO (spin up / spin down) (eV): -3.58 / -6.72
Energy above the lowest of the compared OMol25 structures with the same formula, charge and spin (eV): 2.220


(2)
C24H25B2F4N7O10S3Tb | the ωB97M-V functional and the def2-TZVPD basis

Last column: Mulliken spin population.
Positions of all 76 atoms, in Å:
Tb  0.81  -0.03  -0.88  1.923
S  -4.42  -2.72  -1.17  0.004
S  -2.47  -1.87  0.56  0.312
S  1.36  -2.87  -0.88  0.005
F  0.25  3.43  1.80  0.003
F  1.09  -0.20  -5.38  0.002
F  1.17  -0.81  -3.12  -0.006
F  0.49  2.79  -0.42  -0.003
O  -0.58  1.32  1.12  0.009
O  0.12  -2.20  -1.29  0.040
O  -3.67  -3.74  -1.81  0.001
O  -5.34  -3.03  -0.14  0.005
O  -0.39  0.78  -3.90  0.014
O  1.21  -4.21  -0.40  0.007
O  -0.05  -2.21  1.48  0.186
O  2.11  1.19  -3.82  0.339
O  -4.26  -1.37  -1.58  0.002
O  1.88  1.85  1.24  0.011
N  1.34  -0.50  2.55  0.011
N  -1.12  0.90  -0.10  -0.045
N  -1.22  -2.34  1.29  0.481
N  2.28  1.33  -2.49  0.575
N  1.89  -1.79  0.25  0.346
N  -0.67  0.98  -2.59  0.007
N  2.45  1.38  0.04  0.350
C  2.35  -1.36  2.56  0.139
C  -2.97  1.72  -3.15  -0.001
C  4.78  -1.99  -2.81  -0.002
C  4.85  -2.96  -3.81  0.003
C  2.61  -2.12  1.34  0.095
C  3.21  2.19  -0.60  0.197
C  -1.82  1.73  -0.79  -0.017
C  4.44  2.46  -2.89  -0.002
C  3.76  -3.82  -3.98  0.001
C  2.67  -3.76  -3.13  0.000
C  2.65  -2.83  -2.11  -0.029
C  1.75  0.03  4.83  -0.025
C  -1.83  1.42  -2.24  0.029
C  4.09  -2.63  3.69  0.249
C  3.69  -1.92  -1.96  0.031
C  1.03  0.17  3.64  0.028
C  2.76  -0.90  4.89  0.062
C  6.05  -3.07  -4.69  0.000
C  3.09  -1.64  3.73  -0.026
C  3.79  3.44  -0.05  0.020
C  4.31  -3.36  2.54  0.013
C  -2.44  2.98  -0.28  0.005
C  3.33  1.91  -2.05  0.447
C  3.58  -3.14  1.38  0.122
B  0.52  2.40  0.96  0.018
B  0.98  0.28  -4.14  0.000
H  5.84  -2.66  -5.68  0.000
H  4.87  3.43  -0.19  -0.001
H  -1.97  3.84  -0.75  0.000
H  6.90  -2.52  -4.27  0.000
H  4.70  -2.80  4.57  -0.002
H  4.38  3.54  -2.93  0.030
H  3.29  -1.09  5.81  0.003
H  3.67  -1.18  -1.16  0.004
H  3.78  -3.71  0.49  -0.003
H  -2.68  1.53  -4.18  0.000
H  4.34  2.06  -3.90  0.011
H  3.78  -4.55  -4.78  0.000
H  -3.80  1.08  -2.87  0.001
H  3.55  3.54  1.01  0.007
H  3.39  4.31  -0.58  0.003
H  0.18  0.84  3.57  -0.003
H  5.60  -1.30  -2.68  0.000
H  -3.28  2.76  -3.04  0.000
H  5.08  -4.13  2.53  0.005
H  5.41  2.19  -2.48  0.007
H  -2.32  3.04  0.79  0.000
H  1.49  0.63  5.69  0.001
H  -3.50  2.99  -0.54  0.000
H  1.84  -4.45  -3.24  0.000
H  6.33  -4.11  -4.81  0.000

Output
Spin multiplicity: 7
Charge: +1
Electronic energy (a.u.): -4533.07559
Kohn-Sham gap (spin up / spin down) (Ha): 0.201 / 0.228
LUMO (spin up / spin down) (eV): -3.69 / -6.03


(3)
C24H25BCl2FN4O2PdS | the ωB97M-V functional and the def2-TZVPD basis

Last column: natural (NBO) charge in e.
Positions of all 61 atoms, in Å:
Pd  -0.17  0.04  1.66  0.796
Cl  -2.37  1.84  0.71  0.018
Cl  -0.32  2.78  2.57  -0.031
S  -0.57  -1.23  -0.19  -0.135
F  2.34  0.97  0.65  -0.480
O  2.77  1.04  -1.70  -0.655
O  0.75  1.78  -0.88  -0.679
N  -2.68  -2.82  -0.24  -0.761
N  -1.15  -1.37  2.51  -0.167
N  -2.12  -2.08  1.84  -0.415
N  0.96  -0.17  3.60  -0.495
C  1.24  1.82  -4.99  0.023
C  1.58  0.28  -6.91  -0.594
C  -3.03  -2.68  4.58  -0.099
C  -0.90  -3.68  5.13  -0.178
C  0.02  2.25  -4.47  -0.210
C  -0.92  -1.63  3.76  0.256
C  1.98  0.51  4.11  0.076
C  2.24  1.39  -4.10  -0.263
C  2.24  0.55  5.47  -0.230
C  -0.26  2.28  -3.10  -0.234
C  1.51  1.75  -6.49  -0.082
C  -1.75  3.21  1.61  -0.391
C  0.14  -0.85  4.43  0.145
C  0.42  2.44  -7.31  -0.607
C  -1.55  -4.68  5.84  -0.206
C  1.37  -0.11  6.33  -0.133
C  -1.64  -2.68  4.50  -0.154
C  -3.67  -3.66  5.31  -0.223
C  0.30  -0.83  5.81  -0.205
C  -2.94  -4.66  5.93  -0.177
C  1.96  1.42  -2.76  0.291
C  0.74  1.86  -2.27  0.199
C  -1.88  -2.10  0.56  0.298
C  2.85  2.43  -6.81  -0.599
B  2.00  1.26  -0.60  1.306
H  -0.54  1.94  -7.21  0.209
H  0.19  -3.69  5.07  0.222
H  -0.39  -1.35  6.45  0.252
H  -2.51  3.56  2.30  0.238
H  -4.75  -3.65  5.39  0.227
H  -1.21  2.63  -2.72  0.232
H  -1.45  3.98  0.91  0.239
H  3.09  1.09  5.85  0.244
H  0.62  -0.22  -6.74  0.211
H  -3.45  -5.43  6.49  0.228
H  1.53  -0.08  7.40  0.239
H  -0.75  2.59  -5.15  0.226
H  1.82  0.20  -7.97  0.215
H  3.00  2.47  -7.89  0.217
H  -3.59  -1.91  4.07  0.220
H  3.70  1.88  -6.39  0.205
H  -3.33  -3.46  0.18  0.417
H  -2.48  -2.90  -1.22  0.416
H  0.70  2.42  -8.36  0.221
H  2.60  1.03  3.39  0.222
H  0.30  3.49  -7.02  0.214
H  2.88  3.45  -6.43  0.215
H  3.20  1.04  -4.45  0.234
H  2.34  -0.27  -6.35  0.207
H  -0.98  -5.46  6.31  0.229

Output
Charge: +1
Electronic energy (a.u.): -2870.16834
Kohn-Sham gap (spin up / spin down) (Ha): 0.245 / 0.245
LUMO (spin up / spin down) (eV): -4.32 / -4.32
Energy above the lowest of the compared OMol25 structures with the same formula, charge and spin (eV): 1.246


(4)
C24H25BClF2NiO9PSSe2 | the ωB97M-V functional and the def2-TZVPD basis

Last column: natural (NBO) charge in e.
Positions of all 67 atoms, in Å:
Se  2.14  0.24  0.06  -0.502
Se  -0.36  0.19  2.60  -0.486
Ni  -0.25  -0.31  -0.17  0.637
Cl  0.21  -4.15  0.91  2.548
S  -0.55  2.74  -0.48  1.300
P  1.72  0.23  2.18  0.934
F  0.95  -1.19  -2.65  -0.547
F  -0.56  0.42  -2.93  -0.558
O  -4.29  -0.46  0.19  -0.695
O  1.18  -4.70  1.84  -0.890
O  -2.10  -0.34  -0.12  -0.814
O  -1.76  3.53  -0.86  -1.002
O  -1.10  -4.19  1.50  -0.866
O  -3.35  -6.16  -2.33  -0.510
O  0.57  -2.78  0.60  -0.891
O  -1.52  -4.87  -2.82  -0.490
O  0.23  -4.94  -0.30  -0.888
C  -1.98  -6.20  -2.72  0.235
C  -3.50  -4.91  -1.76  0.214
C  3.54  2.40  2.31  -0.225
C  -4.42  -3.11  -0.56  -0.176
C  -3.28  -2.35  -0.78  -0.141
C  4.12  -2.98  4.43  -0.196
C  -2.22  -2.89  -1.53  -0.226
C  3.69  3.93  4.16  -0.226
C  2.23  -1.51  4.29  -0.201
C  -3.23  -0.95  -0.18  0.794
C  2.06  2.15  4.19  -0.226
C  2.65  -1.09  3.03  -0.288
C  0.12  5.12  0.79  -0.631
C  4.53  -2.58  3.17  -0.216
C  3.79  -1.64  2.47  -0.207
C  0.17  3.61  0.95  -0.619
C  2.96  -2.46  4.99  -0.220
C  -2.38  -4.15  -2.02  0.292
C  2.65  3.25  4.79  -0.211
C  0.76  3.20  -1.71  -0.603
C  4.12  3.50  2.91  -0.225
C  -4.55  -4.41  -1.03  -0.282
C  2.51  1.72  2.94  -0.272
C  0.13  3.84  -2.93  -0.620
B  0.05  -0.40  -2.04  0.920
H  -0.86  5.42  0.42  0.235
H  2.62  -2.80  5.95  0.201
H  4.92  4.03  2.41  0.202
H  1.49  3.85  -1.24  0.200
H  1.18  3.21  1.07  0.229
H  -5.42  -5.02  -0.82  0.203
H  1.23  1.64  4.66  0.236
H  -1.40  -6.74  -1.96  0.159
H  1.30  -1.13  4.69  0.230
H  4.68  -3.74  4.96  0.196
H  2.30  3.59  5.76  0.201
H  -1.90  -6.69  -3.70  0.146
H  0.88  5.49  0.10  0.192
H  -0.55  3.15  -3.42  0.232
H  -0.44  4.73  -2.66  0.218
H  0.91  4.12  -3.65  0.191
H  -0.42  3.27  1.79  0.245
H  1.26  2.27  -1.96  0.234
H  5.40  -3.03  2.71  0.201
H  3.86  2.07  1.33  0.234
H  4.08  -1.35  1.46  0.232
H  0.29  5.61  1.75  0.202
H  -1.30  -2.34  -1.66  0.229
H  4.14  4.79  4.63  0.198
H  -5.21  -2.65  0.02  0.230

Output
Charge: -2
Electronic energy (a.u.): -9342.18019
Kohn-Sham gap (spin up / spin down) (Ha): 0.244 / 0.242
LUMO (spin up / spin down) (eV): 4.01 / 4.01
Energy above the lowest of the compared OMol25 structures with the same formula, charge and spin (eV): 1.435


> Among the records above, which one has the lowest electronic energy?

C24H25BClF2NiO9PSSe2


Copy entry 3 word for word.
C24H25BCl2FN4O2PdS | the ωB97M-V functional and the def2-TZVPD basis

Last column: natural (NBO) charge in e.
Positions of all 61 atoms, in Å:
Pd  -0.17  0.04  1.66  0.796
Cl  -2.37  1.84  0.71  0.018
Cl  -0.32  2.78  2.57  -0.031
S  -0.57  -1.23  -0.19  -0.135
F  2.34  0.97  0.65  -0.480
O  2.77  1.04  -1.70  -0.655
O  0.75  1.78  -0.88  -0.679
N  -2.68  -2.82  -0.24  -0.761
N  -1.15  -1.37  2.51  -0.167
N  -2.12  -2.08  1.84  -0.415
N  0.96  -0.17  3.60  -0.495
C  1.24  1.82  -4.99  0.023
C  1.58  0.28  -6.91  -0.594
C  -3.03  -2.68  4.58  -0.099
C  -0.90  -3.68  5.13  -0.178
C  0.02  2.25  -4.47  -0.210
C  -0.92  -1.63  3.76  0.256
C  1.98  0.51  4.11  0.076
C  2.24  1.39  -4.10  -0.263
C  2.24  0.55  5.47  -0.230
C  -0.26  2.28  -3.10  -0.234
C  1.51  1.75  -6.49  -0.082
C  -1.75  3.21  1.61  -0.391
C  0.14  -0.85  4.43  0.145
C  0.42  2.44  -7.31  -0.607
C  -1.55  -4.68  5.84  -0.206
C  1.37  -0.11  6.33  -0.133
C  -1.64  -2.68  4.50  -0.154
C  -3.67  -3.66  5.31  -0.223
C  0.30  -0.83  5.81  -0.205
C  -2.94  -4.66  5.93  -0.177
C  1.96  1.42  -2.76  0.291
C  0.74  1.86  -2.27  0.199
C  -1.88  -2.10  0.56  0.298
C  2.85  2.43  -6.81  -0.599
B  2.00  1.26  -0.60  1.306
H  -0.54  1.94  -7.21  0.209
H  0.19  -3.69  5.07  0.222
H  -0.39  -1.35  6.45  0.252
H  -2.51  3.56  2.30  0.238
H  -4.75  -3.65  5.39  0.227
H  -1.21  2.63  -2.72  0.232
H  -1.45  3.98  0.91  0.239
H  3.09  1.09  5.85  0.244
H  0.62  -0.22  -6.74  0.211
H  -3.45  -5.43  6.49  0.228
H  1.53  -0.08  7.40  0.239
H  -0.75  2.59  -5.15  0.226
H  1.82  0.20  -7.97  0.215
H  3.00  2.47  -7.89  0.217
H  -3.59  -1.91  4.07  0.220
H  3.70  1.88  -6.39  0.205
H  -3.33  -3.46  0.18  0.417
H  -2.48  -2.90  -1.22  0.416
H  0.70  2.42  -8.36  0.221
H  2.60  1.03  3.39  0.222
H  0.30  3.49  -7.02  0.214
H  2.88  3.45  -6.43  0.215
H  3.20  1.04  -4.45  0.234
H  2.34  -0.27  -6.35  0.207
H  -0.98  -5.46  6.31  0.229

Output
Charge: +1
Electronic energy (a.u.): -2870.16834
Kohn-Sham gap (spin up / spin down) (Ha): 0.245 / 0.245
LUMO (spin up / spin down) (eV): -4.32 / -4.32
Energy above the lowest of the compared OMol25 structures with the same formula, charge and spin (eV): 1.246


> charge of number 1 (C24H24N3O3PdS6Sb)?

+1